The following is a quantum chemistry calculation of a 4-piece molecular cluster, C40H70BBrFN3O13S2 overall at a distorted geometry, from the OMol25 dataset.

Computed properties:
Electronic energy in eV: -168797.95576
SMILES: C=CN(CB(O)O)[C@H](CC(=O)F)[C@H](CCCSC(=S)n1ccnc1)O[C@H](CC[C@H](C)CCC=C(C)C)[C@H](Br)CC.CCOC(=O)OC.CCOC(=O)OC.CCOC(=O)OC
Gap between HOMO and LUMO in eV: 5.7

CARTESIAN COORDINATES (ANGSTROEM)
C -1.441 -1.308 0.968
C -2.462 -1.691 0.028
N -2.198 -2.231 -1.356
C -3.043 -3.463 -1.424
B -2.223 -4.698 -0.696
O -1.700 -5.834 -1.436
O -2.010 -4.752 0.757
C -2.634 -1.131 -2.264
C -4.150 -1.237 -2.814
C -5.258 -0.975 -1.662
O -5.415 0.154 -1.156
F -6.123 -2.047 -1.215
C -1.658 -0.817 -3.509
C -2.095 -1.568 -4.892
C -2.018 -3.170 -4.797
C -1.045 -3.815 -5.914
S 0.386 -4.584 -4.948
C 0.748 -6.255 -5.670
S 0.192 -7.663 -4.950
N 1.575 -6.275 -6.893
C 1.991 -7.528 -7.502
C 2.835 -6.960 -8.695
N 2.779 -5.496 -8.659
C 1.995 -5.043 -7.537
O -0.280 -1.161 -3.329
C 0.356 -0.546 -2.203
C 0.079 1.007 -1.963
C 0.282 1.962 -3.244
C 1.640 2.831 -2.962
C 1.261 4.086 -2.024
C 2.236 3.353 -4.367
C 3.851 3.241 -4.409
C 4.423 4.624 -3.794
C 5.881 4.772 -3.821
C 6.551 4.946 -5.268
C 6.660 4.702 -2.422
C 1.963 -0.747 -2.423
Br 2.491 -0.485 -4.357
C 2.329 -2.309 -2.115
C 2.711 -2.580 -0.580
H -1.461 -0.208 1.324
H -0.606 -1.991 1.347
H -3.559 -1.618 0.400
H -4.023 -3.361 -0.812
H -3.298 -3.838 -2.468
H -0.829 -6.009 -0.993
H -1.182 -4.246 0.946
H -2.625 -0.165 -1.620
H -4.366 -2.162 -3.444
H -4.277 -0.337 -3.532
H -1.834 0.304 -3.761
H -3.067 -1.153 -5.330
H -1.268 -1.256 -5.644
H -1.611 -3.432 -3.762
H -3.065 -3.646 -4.876
H -1.573 -4.647 -6.518
H -0.624 -3.041 -6.651
H 1.772 -8.601 -7.203
H 3.383 -7.635 -9.437
H 1.827 -3.954 -7.270
H 0.123 -1.107 -1.233
H -0.985 1.228 -1.556
H 0.790 1.377 -1.128
H -0.569 2.750 -3.240
H 0.323 1.422 -4.248
H 2.367 2.180 -2.366
H 0.831 3.792 -1.002
H 2.140 4.819 -1.911
H 0.423 4.658 -2.571
H 1.855 4.424 -4.527
H 1.830 2.653 -5.179
H 4.144 3.222 -5.527
H 4.259 2.337 -3.830
H 3.734 5.449 -3.407
H 5.765 5.434 -5.943
H 6.707 3.881 -5.698
H 7.539 5.544 -5.236
H 6.123 3.899 -1.790
H 6.614 5.681 -1.828
H 7.718 4.323 -2.627
H 2.584 -0.093 -1.713
H 3.285 -2.531 -2.731
H 1.532 -3.025 -2.540
H 1.767 -2.634 0.060
H 3.224 -3.619 -0.536
H 3.495 -1.833 -0.210
C -4.474 -2.227 3.483
C -5.218 -2.917 4.609
O -4.348 -3.171 5.719
C -4.098 -2.115 6.512
O -4.545 -1.001 6.375
O -3.242 -2.508 7.471
C -2.819 -1.454 8.334
H -3.578 -2.788 3.203
H -5.115 -2.121 2.605
H -4.141 -1.231 3.786
H -5.577 -3.890 4.264
H -6.094 -2.345 4.926
H -3.673 -0.919 8.757
H -2.166 -0.767 7.791
H -2.252 -1.898 9.153
C 9.230 3.364 3.524
C 8.986 4.109 2.225
O 7.601 4.067 1.863
C 6.803 4.926 2.521
O 7.152 5.717 3.364
O 5.542 4.731 2.096
C 4.574 5.521 2.784
H 8.832 2.348 3.465
H 10.298 3.315 3.746
H 8.728 3.855 4.361
H 9.536 3.619 1.417
H 9.343 5.141 2.278
H 4.840 6.580 2.769
H 4.466 5.166 3.812
H 3.618 5.399 2.273
C -6.863 -0.098 8.930
C -6.158 1.149 8.429
O -6.897 2.328 8.775
C -6.763 2.743 10.046
O -6.078 2.224 10.895
O -7.543 3.824 10.215
C -7.565 4.316 11.554
H -7.898 -0.121 8.580
H -6.350 -0.997 8.582
H -6.896 -0.121 10.022
H -6.104 1.121 7.339
H -5.132 1.210 8.802
H -6.554 4.492 11.929
H -8.098 3.615 12.200
H -8.102 5.266 11.554

These are the Löwdin partial charges, in e, on atoms 1 to 4: number 1, C, carries 0.016; number 2, C, carries -0.157; number 3, N, carries -0.097; number 4, C, carries -0.107

The following is a quantum chemistry calculation of C28H24ClFeN3O5PS as an isolated structure, from the OMol25 dataset.

Computed properties:
Electronic energy in eV: -111161.45421
2S+1: 5
Total charge: -1
Gap between HOMO and LUMO (spin up / spin down) in eV: 6.4 / 6.7
ΔE to the lowest compared entry with this formula, charge and spin in kJ/mol: 0.0

CARTESIAN COORDINATES (ANGSTROEM)
Fe -0.358 1.082 -1.274
O 2.360 0.471 -2.592
N 1.882 0.042 -1.485
C 2.687 -0.564 -0.656
C 2.301 -1.013 0.671
C 3.335 -1.171 1.610
C 3.094 -1.567 2.911
C 1.795 -1.831 3.328
C 0.763 -1.725 2.409
C 0.990 -1.341 1.089
P -0.373 -1.291 -0.126
C -0.062 -2.750 -1.184
C -0.980 -3.001 -2.203
C -0.821 -4.099 -3.034
C 0.264 -4.949 -2.867
C 1.186 -4.697 -1.864
C 1.024 -3.603 -1.023
C -1.810 -1.869 0.853
C -2.650 -0.906 1.406
C -3.743 -1.278 2.175
C -4.017 -2.621 2.389
C -3.192 -3.590 1.832
C -2.095 -3.216 1.070
H 1.300 2.147 -2.527
H 3.734 -0.642 -0.947
H 4.347 -0.949 1.293
H 3.922 -1.662 3.605
H 1.586 -2.133 4.346
H -0.245 -1.959 2.729
H -1.824 -2.338 -2.353
H -1.542 -4.280 -3.821
H 0.393 -5.801 -3.524
H 2.041 -5.350 -1.732
H 1.749 -3.417 -0.242
H -2.451 0.141 1.219
H -4.389 -0.516 2.593
H -4.875 -2.914 2.980
H -3.403 -4.640 1.991
H -1.456 -3.976 0.638
O -3.190 1.614 -3.518
Cl -2.761 0.541 -2.686
O -3.688 -0.548 -2.718
O -2.608 1.020 -1.292
O -1.426 0.083 -3.068
S 0.488 3.554 2.406
C -1.159 3.726 1.981
C -1.501 2.787 1.067
N -0.488 1.918 0.738
C 0.613 2.211 1.372
H -1.768 4.523 2.373
H -2.462 2.673 0.588
H 1.533 1.659 1.239
N 0.536 2.645 -2.080
C 1.023 3.736 -1.412
C 2.400 3.909 -1.141
C 2.862 4.999 -0.423
C 1.981 5.959 0.069
C 0.622 5.806 -0.190
C 0.151 4.724 -0.914
H 3.090 3.157 -1.511
H 3.926 5.098 -0.236
H 2.346 6.809 0.632
H -0.081 6.549 0.171
H -0.907 4.623 -1.132

These are the Löwdin partial charges, in e, on atoms 1 to 4: number 1, Fe, carries 0.637; number 2, O, carries -0.207; number 3, N, carries -0.203; number 4, C, carries -0.158

The following is a quantum chemistry calculation of a 2-piece molecular cluster, C5H8N2O overall at a distorted geometry, from the OMol25 dataset.

Computed properties:
Electronic energy in eV: -10338.33698
SMILES: C=N/C(O)=N\C.C#C
Gap between HOMO and LUMO in eV: 10.0
ΔE to the lowest compared entry with this formula, charge and spin in kJ/mol: 423.5

CARTESIAN COORDINATES (ANGSTROEM)
C 0.913 0.293 2.204
N 0.056 0.927 1.483
C -0.782 0.381 0.555
O -1.228 -0.762 0.986
N -1.078 0.935 -0.519
C -0.552 2.200 -0.930
H 1.434 1.031 2.886
H 1.128 -0.756 2.092
H -1.515 -1.317 0.215
H -1.310 2.808 -1.407
H -0.121 2.892 -0.186
H 0.233 2.013 -1.645
C 0.875 -3.110 -1.078
C 0.610 -2.137 -1.703
H 1.139 -3.983 -0.703
H 0.198 -1.416 -2.251

These are the Löwdin partial charges, in e, on atoms 1 to 4: number 1, C, carries 0.030; number 2, N, carries 0.060; number 3, C, carries -0.613; number 4, O, carries 0.084

The following is a quantum chemistry calculation of one molecule with the formula C11H14BrN at a distorted geometry, from the OMol25 dataset.

Computed properties:
Electronic energy in eV: -83162.71603
SMILES: CC(C)[C@@H]1C[C@@]12C=CC=C/C2=N\Br
Gap between HOMO and LUMO in eV: 8.4
ΔE to the lowest compared entry with this formula, charge and spin in kJ/mol: 227.6

CARTESIAN COORDINATES (ANGSTROEM)
C -0.500 0.390 -1.563
C -0.499 1.183 -0.145
C -1.772 2.091 0.124
C -0.228 0.150 0.921
C 0.577 0.421 2.099
C 1.183 -0.551 1.106
C 1.015 -2.029 1.176
C 1.383 -2.877 0.225
C 2.020 -2.335 -0.929
C 2.494 -1.072 -0.943
C 2.429 -0.231 0.265
N 3.415 0.513 0.723
Br 4.975 0.785 -0.284
H -1.447 -0.145 -1.556
H 0.286 -0.345 -1.780
H -0.548 1.103 -2.301
H 0.380 1.936 -0.107
H -2.850 1.463 0.099
H -1.865 2.874 -0.588
H -1.799 2.382 1.121
H -1.095 -0.481 1.129
H 0.422 -0.136 2.978
H 1.183 1.254 2.347
H 0.410 -2.418 2.029
H 1.222 -3.956 0.119
H 2.085 -3.078 -1.767
H 3.074 -0.607 -1.714

These are the Löwdin partial charges, in e, on atoms 1 to 4: number 1, C, carries -0.025; number 2, C, carries -0.327; number 3, C, carries -0.059; number 4, C, carries -0.201

The following is a quantum chemistry calculation of C46H65IrN2O4P3Si as an isolated structure at a distorted geometry, from the OMol25 dataset.

Computed properties:
Electronic energy in eV: -98493.39279
2S+1: 6
Total charge: +2
Gap between HOMO and LUMO (spin up / spin down) in eV: 7.6 / 5.0
ΔE to the lowest compared entry with this formula, charge and spin in kJ/mol: 78.0

CARTESIAN COORDINATES (ANGSTROEM)
Ir -6.850 -8.081 16.005
C -9.434 -7.354 13.130
C -8.000 -7.442 12.542
C -7.992 -6.785 11.163
P -6.823 -6.833 13.912
C -5.198 -6.713 13.048
C -4.820 -8.070 12.453
C -4.761 -5.586 12.123
C -7.385 -5.063 14.256
C -7.323 -4.038 13.297
C -7.613 -2.726 13.581
C -8.012 -2.362 14.898
C -8.123 -3.373 15.852
C -7.794 -4.764 15.511
Si -7.826 -6.088 16.960
C -9.701 -6.365 17.311
C -10.634 -5.619 16.573
C -11.989 -5.807 16.612
C -12.546 -6.744 17.530
C -11.638 -7.529 18.225
C -10.266 -7.402 18.140
P -9.282 -8.415 19.255
C -9.120 -7.688 20.959
C -8.331 -6.406 21.092
C -10.458 -7.438 21.622
C -9.905 -10.100 19.469
C -9.115 -10.977 18.513
C -9.804 -10.628 20.900
C -7.096 -5.039 18.369
C -7.845 -4.168 19.157
C -7.323 -3.407 20.166
C -5.945 -3.497 20.410
C -5.108 -4.210 19.562
C -5.720 -5.054 18.547
P -4.722 -6.096 17.426
C -3.423 -4.856 16.953
C -2.200 -5.528 16.333
C -4.019 -3.895 15.938
C -3.856 -7.256 18.596
C -4.803 -8.369 19.080
C -3.045 -6.778 19.781
H -9.999 -8.197 12.846
H -9.964 -6.428 12.726
H -9.424 -7.396 14.215
H -7.669 -8.502 12.406
H -8.318 -5.753 11.102
H -8.740 -7.357 10.590
H -7.038 -6.753 10.632
H -4.503 -6.659 13.915
H -5.523 -8.309 11.645
H -4.816 -8.848 13.210
H -3.787 -8.049 12.038
H -5.412 -5.444 11.257
H -3.756 -5.865 11.792
H -4.746 -4.646 12.708
H -6.982 -4.204 12.255
H -7.468 -1.985 12.769
H -8.140 -1.321 15.126
H -8.396 -3.153 16.875
H -10.371 -4.870 15.806
H -12.639 -5.272 15.978
H -13.646 -6.799 17.597
H -12.063 -8.280 18.942
H -8.649 -8.488 21.425
H -8.966 -5.543 20.853
H -7.364 -6.387 20.523
H -8.119 -6.255 22.148
H -11.100 -6.764 21.073
H -10.198 -7.021 22.572
H -11.015 -8.361 21.825
H -10.935 -10.139 19.205
H -8.076 -10.670 18.562
H -9.524 -10.875 17.518
H -9.137 -12.043 18.840
H -8.757 -10.790 21.270
H -10.284 -11.592 20.904
H -10.291 -10.041 21.707
H -8.885 -4.007 19.000
H -8.015 -2.723 20.687
H -5.548 -2.828 21.178
H -4.010 -4.319 19.647
H -3.067 -4.415 17.874
H -2.386 -6.037 15.419
H -1.799 -6.307 17.037
H -1.404 -4.785 16.186
H -4.091 -4.283 14.941
H -3.426 -2.983 15.838
H -5.040 -3.554 16.144
H -3.105 -7.739 17.906
H -5.552 -7.934 19.798
H -4.215 -9.121 19.616
H -5.300 -8.841 18.219
H -3.707 -6.378 20.585
H -2.231 -6.183 19.473
H -2.588 -7.668 20.226
O -6.408 -10.441 21.333
H -5.613 -10.100 20.948
H -6.123 -11.058 22.013
N -4.996 -10.578 15.798
C -3.710 -11.053 15.681
C -2.882 -9.969 15.860
C -3.736 -8.853 15.923
N -5.003 -9.245 15.851
H -5.857 -11.125 15.621
H -3.588 -12.102 15.473
H -1.815 -9.947 15.773
H -3.535 -7.822 15.912
O -8.197 -12.316 13.549
C -9.435 -12.068 13.976
C -10.411 -13.062 13.768
C -11.693 -12.893 14.221
C -12.037 -11.673 14.760
C -11.105 -10.731 15.055
C -9.773 -10.885 14.662
C -8.756 -9.939 15.090
O -9.093 -9.015 15.926
O -7.551 -10.065 14.715
H -7.689 -11.456 13.773
H -10.038 -13.928 13.293
H -12.441 -13.727 14.053
H -13.054 -11.533 15.065
H -11.379 -9.831 15.564

These are the Löwdin partial charges, in e, on atoms 1 to 4: number 1, Ir, carries 1.152; number 2, C, carries -0.100; number 3, C, carries -0.484; number 4, C, carries -0.097

The following is a quantum chemistry calculation of an isolated ion of composition C3N3O2 and charge -1 at a distorted geometry, from the OMol25 dataset.

Computed properties:
Electronic energy in eV: -11671.57924
2S+1: 3
Total charge: -1
Gap between HOMO and LUMO (spin up / spin down) in eV: 5.3 / 7.0
ΔE to the lowest compared entry with this formula, charge and spin in kJ/mol: 13.2

CARTESIAN COORDINATES (ANGSTROEM)
C 1.295 1.007 0.107
C -0.209 -1.561 0.025
C -0.914 0.528 -0.006
N 2.371 0.808 -0.183
N -0.471 -2.583 -0.404
N -0.001 -0.466 0.554
O -2.150 0.621 -0.186
O 0.079 1.647 0.093

These are the Löwdin partial charges, in e, on atoms 1 to 4: number 1, C, carries -0.442; number 2, C, carries -0.419; number 3, C, carries -0.544; number 4, N, carries 0.139

The following is a quantum chemistry calculation of a 3-piece molecular cluster, C5H15NO2 overall at a distorted geometry, from the OMol25 dataset.

Computed properties:
Electronic energy in eV: -11006.40534
Gap between HOMO and LUMO in eV: 3.5
ΔE to the lowest compared entry with this formula, charge and spin in kJ/mol: 727.6

CARTESIAN COORDINATES (ANGSTROEM)
C -0.686 2.790 0.278
C 0.465 1.900 0.498
C 0.262 0.706 1.433
C 0.664 -0.618 0.838
N 0.135 -1.754 1.627
C -0.987 -2.419 0.944
H -1.135 2.674 -0.722
H -0.327 3.823 0.271
H -1.538 2.602 0.944
H 0.784 0.829 2.389
H 1.384 2.442 0.737
H -0.820 0.716 1.478
H 1.714 -0.810 0.589
H 0.837 -2.478 1.682
H -1.421 -3.183 1.593
H -1.808 -1.737 0.708
H -0.681 -2.803 -0.035
H 0.212 -0.665 -0.155
H 0.393 1.385 -1.327
O 0.097 1.247 -2.261
H 0.488 -2.154 -3.152
H 0.032 0.269 -2.380
O 0.225 -1.411 -2.608

These are the Löwdin partial charges, in e, on atoms 1 to 4: number 1, C, carries -0.057; number 2, C, carries 0.040; number 3, C, carries -0.147; number 4, C, carries -0.243

The following is a quantum chemistry calculation of a 9-piece molecular cluster, C22H44Br16NOP overall at a distorted geometry, from the OMol25 dataset.

Computed properties:
Electronic energy in eV: -1157028.89837
SMILES: CC(C)=NPC[C@H]1CO1.BrCCBr.BrCCBr.BrCCBr.BrCCBr.BrCCBr.BrCCBr.BrCCBr.BrCCBr
Gap between HOMO and LUMO in eV: 6.4

CARTESIAN COORDINATES (ANGSTROEM)
C 0.786 -5.098 1.308
C 0.287 -3.660 0.921
C 0.928 -3.005 -0.393
N -0.615 -2.964 1.579
P -2.174 -3.766 1.312
C -3.548 -2.479 1.135
C -4.901 -3.429 0.821
C -4.871 -4.162 -0.652
O -4.643 -4.887 0.732
H 0.993 -5.709 0.368
H 1.784 -5.061 1.852
H 0.017 -5.667 1.902
H 1.387 -1.994 -0.181
H 1.723 -3.722 -0.780
H 0.080 -2.951 -1.142
H -2.078 -4.341 -0.018
H -3.419 -1.844 0.215
H -3.781 -1.912 2.074
H -5.932 -3.047 1.210
H -3.919 -3.997 -1.227
H -5.635 -4.941 -0.902
Br 4.207 -4.402 0.241
C 4.361 -2.676 1.131
C 5.124 -2.793 2.425
Br 4.019 -3.573 3.829
H 3.350 -2.294 1.261
H 4.897 -2.039 0.426
H 5.403 -1.807 2.797
H 6.016 -3.412 2.343
Br 4.046 -0.469 -0.947
C 2.583 0.547 -1.739
C 1.984 1.508 -0.747
Br 0.830 0.587 0.527
H 1.867 -0.176 -2.126
H 3.035 1.092 -2.575
H 1.335 2.223 -1.250
H 2.728 2.045 -0.168
Br -5.877 0.078 0.243
C -5.566 1.513 1.523
C -4.489 1.142 2.510
Br -5.160 -0.096 3.859
H -6.523 1.734 1.994
H -5.251 2.365 0.922
H -4.160 2.019 3.067
H -3.626 0.668 2.046
Br -1.319 3.723 -0.490
C -2.784 4.732 -1.287
C -3.392 5.692 -0.296
Br -4.529 4.748 0.973
H -3.496 4.003 -1.670
H -2.339 5.272 -2.123
H -4.049 6.401 -0.800
H -2.653 6.240 0.286
Br 5.281 3.663 -1.196
C 4.653 5.335 -0.413
C 3.755 5.088 0.773
Br 1.974 4.531 0.209
H 4.167 5.895 -1.210
H 5.558 5.860 -0.106
H 3.600 6.009 1.334
H 4.131 4.318 1.444
Br 2.866 8.692 0.152
C 0.947 9.038 0.115
C 0.191 7.885 -0.494
Br 0.359 7.868 -2.436
H 0.806 9.976 -0.418
H 0.663 9.172 1.159
H -0.878 7.985 -0.303
H 0.530 6.913 -0.139
Br -2.331 -6.780 2.692
C -2.366 -8.684 2.273
C -1.881 -9.514 3.435
Br 0.061 -9.446 3.591
H -1.773 -8.821 1.371
H -3.411 -8.907 2.053
H -2.117 -10.567 3.281
H -2.287 -9.191 4.392
Br 1.159 2.128 -5.770
C 2.727 1.311 -6.590
C 3.447 0.413 -5.616
Br 4.486 1.450 -4.335
H 3.348 2.121 -6.967
H 2.341 0.734 -7.430
H 4.175 -0.210 -6.134
H 2.776 -0.222 -5.041

These are the Löwdin partial charges, in e, on atoms 1 to 4: number 1, C, carries -0.086; number 2, C, carries -0.469; number 3, C, carries -0.087; number 4, N, carries -0.205